This record from OMol25 describes C29H51CuGe2N2O2PS as an isolated structure. The level of theory is ωB97M-V with the def2-TZVPD basis set.

HOMO-LUMO gap (alpha / beta): 6.49 / 6.71 eV
Multiplicity: 2

The geometry in XYZ format:
```
89
Properties=species:S:1:pos:R:3:forces:R:3:lowdin_spin:R:1
Cu -0.554 0.182 -1.004 0.20 -0.71 0.19 0.28
C -3.449 -1.726 1.493 -0.23 -0.23 -0.44 0.00
C -3.953 -1.138 0.213 0.47 0.33 -0.56 0.07
Ge -2.832 0.429 -0.453 -1.27 0.52 0.68 0.22
C -4.113 1.492 -1.628 0.65 -0.47 0.11 0.05
C -3.374 2.509 -2.483 0.00 -0.01 0.02 0.00
C -2.661 1.563 1.161 -0.08 -0.31 -0.37 0.02
C -1.537 2.009 1.728 0.50 -0.38 -0.66 0.00
Ge 0.224 1.442 0.847 -0.09 0.44 0.35 0.11
C 1.310 0.231 2.057 -0.25 0.21 -0.45 0.02
C 1.654 0.591 3.495 -0.07 0.07 -0.08 0.01
C 1.433 3.056 0.300 -0.56 -0.62 0.03 0.03
C 2.322 3.762 1.311 0.01 -0.06 -0.04 0.01
C -1.543 2.814 2.955 0.09 0.33 0.49 0.00
C -0.329 3.219 3.505 -0.19 -0.07 -0.15 0.00
C -0.263 3.957 4.670 0.10 0.14 0.16 0.00
C -1.426 4.323 5.326 0.12 0.01 0.03 0.00
C -2.647 3.933 4.798 -0.11 0.05 0.02 0.00
C -2.707 3.193 3.632 0.01 -0.04 -0.04 0.00
H -3.906 -2.676 1.755 0.04 -0.07 0.08 0.00
H -3.539 -1.021 2.316 0.33 -0.05 0.16 0.00
H -2.270 -1.929 1.507 -0.85 0.56 0.60 0.00
H -4.966 -0.762 0.371 -0.07 0.14 -0.05 0.01
H -4.004 -1.887 -0.578 -0.03 -0.02 -0.02 0.00
H -4.836 2.001 -0.989 -0.01 -0.11 0.19 0.01
H -4.662 0.803 -2.270 -0.07 -0.11 0.02 0.00
H -2.775 3.165 -1.849 0.10 0.15 0.00 0.00
H -4.063 3.126 -3.057 0.00 0.12 -0.06 0.00
H -2.716 2.005 -3.190 0.11 -0.04 -0.11 0.00
H -3.621 1.799 1.614 -0.12 0.14 0.18 0.01
H 2.233 0.026 1.510 0.08 -0.04 -0.14 0.00
H 0.738 -0.697 2.065 -0.07 -0.06 -0.11 0.00
H 2.310 1.458 3.550 0.02 0.12 0.12 0.00
H 2.172 -0.246 3.965 0.03 -0.01 0.07 0.00
H 0.756 0.798 4.073 0.00 0.03 0.11 0.00
H 0.795 3.798 -0.189 -0.13 -0.03 -0.12 0.00
H 2.092 2.631 -0.468 -0.03 -0.11 -0.09 0.00
H 1.743 4.381 1.990 -0.01 0.06 0.12 0.00
H 3.037 4.408 0.800 0.07 0.08 0.05 0.00
H 2.886 3.038 1.891 0.13 -0.04 0.19 0.00
H 0.574 2.929 2.995 0.15 0.02 0.06 0.00
H 0.701 4.246 5.065 0.04 0.03 0.04 0.00
H -1.382 4.904 6.236 -0.01 0.02 0.05 0.00
H -3.564 4.211 5.302 -0.04 0.00 0.01 0.00
H -3.678 2.907 3.255 -0.02 -0.02 -0.04 0.00
S 1.737 -1.614 -1.001 0.18 0.07 0.48 0.03
C 3.391 -1.434 -1.610 -0.33 0.11 0.15 0.00
C 4.103 -0.290 -1.280 -0.02 -0.05 0.02 0.00
C 5.399 -0.137 -1.735 0.17 0.05 -0.02 0.00
C 5.985 -1.122 -2.513 0.12 0.07 -0.02 0.00
C 5.270 -2.263 -2.839 0.11 0.00 -0.06 0.00
C 3.975 -2.424 -2.388 -0.05 0.02 0.02 0.00
H 3.642 0.465 -0.660 -0.06 0.11 0.05 0.00
H 5.952 0.756 -1.482 0.07 0.06 0.04 0.00
H 7.001 -1.004 -2.856 0.10 0.02 -0.06 0.00
H 5.729 -3.037 -3.434 0.04 -0.07 -0.07 0.00
H 3.418 -3.317 -2.621 -0.09 -0.14 -0.04 0.00
C 0.525 -4.041 1.637 -0.06 0.26 0.08 0.00
C -0.936 -3.802 1.200 -0.30 -0.30 -0.14 0.00
C -1.857 -4.551 2.167 0.10 0.14 -0.12 0.00
C -1.121 -4.376 -0.213 -0.05 0.05 0.17 0.00
C -1.050 -2.307 1.324 1.34 -0.35 0.13 0.01
H 0.785 -5.085 1.469 0.01 -0.13 -0.10 0.00
H 0.649 -3.820 2.693 0.00 0.06 0.11 0.00
H 1.208 -3.409 1.073 0.13 -0.03 -0.05 0.00
H -1.514 -5.577 2.297 0.03 -0.10 0.02 0.00
H -2.871 -4.590 1.776 -0.13 -0.02 0.00 0.00
H -1.876 -4.058 3.135 0.01 0.04 0.15 0.00
H -0.985 -5.458 -0.210 0.01 -0.10 -0.06 0.00
H -0.397 -3.940 -0.899 0.10 0.06 -0.11 0.00
H -2.122 -4.160 -0.583 -0.11 0.03 -0.06 0.00
H -0.804 -1.857 0.335 -0.33 -0.07 0.03 0.01
N 0.667 -2.626 -3.803 -0.31 -0.53 -0.04 0.00
C 0.837 -1.539 -4.752 -0.32 0.57 -0.17 0.00
P -0.006 -0.015 -4.104 1.10 -0.29 -0.34 0.00
O -0.727 0.749 -5.139 0.05 0.39 -0.39 0.00
O -0.773 -0.400 -2.861 0.01 -0.43 0.17 0.04
C 1.384 1.123 -3.490 -0.30 -0.87 -0.65 0.00
N 0.589 2.143 -2.789 -0.54 0.06 0.61 0.02
H 1.271 -2.198 -2.131 -0.09 -0.15 -0.20 0.00
H 0.868 -3.521 -4.238 -0.03 0.08 0.08 0.00
H -0.302 -2.636 -3.493 0.09 -0.13 0.00 0.00
H 0.379 -1.737 -5.732 0.12 0.11 0.11 0.00
H 1.906 -1.350 -4.903 -0.11 0.11 -0.04 0.00
H 1.905 1.558 -4.341 -0.04 0.06 0.05 0.00
H 2.087 0.653 -2.804 -0.10 0.04 0.06 0.00
H -0.147 2.463 -3.437 0.11 0.14 0.25 0.00
H 1.130 2.923 -2.403 -0.26 -0.18 -0.03 0.00
H 0.091 1.607 -1.958 0.64 1.27 -0.65 0.02
```
Positions in Å, forces in eV/Å.

***

This record from OMol25 describes a 2-piece molecular cluster, C2H5NO4 overall. The level of theory is ωB97M-V with the def2-TZVPD basis set.

Energy relative to the best compared isomer or geometry (same formula, charge and spin): 121.20 kJ/mol
HOMO-LUMO gap: 11.54 eV

The geometry in XYZ format:
```
12
Properties=species:S:1:pos:R:3:forces:R:3:nbo_charge:R:1
O 0.706 1.687 -0.984 0.48 0.98 -0.16 -0.59
C 1.494 0.989 -0.401 -0.99 -2.73 1.47 0.56
N 1.178 -0.326 -0.020 -0.88 1.35 -1.01 -0.69
C -0.065 -1.057 -0.234 2.31 -0.24 0.77 0.91
O -0.132 -2.207 0.095 -0.14 0.22 -0.08 -0.59
O -1.007 -0.380 -0.807 -0.84 3.11 -0.47 -0.68
H 2.493 1.134 0.075 -0.26 1.20 -0.96 0.13
H 1.965 -0.760 0.395 0.11 -1.15 0.51 0.41
H -0.817 0.659 -0.826 0.20 -2.72 -0.13 0.53
O -1.635 1.016 1.800 0.83 0.78 0.19 -0.96
H -2.309 0.989 1.126 -0.43 -0.49 0.03 0.48
H -1.664 0.241 2.360 -0.41 -0.31 -0.17 0.48
```
Positions in Å, forces in eV/Å.

***

How do the records compare in maximum force? In the order shown, they have 0.0304, 0.0634 Eh/bohr.